# 1
A cluster of 2 separate species, C17H38N3O3 in total, computed with ωB97M-V with the def2-TZVPD basis set.

Results
LUMO energy: -2.494 eV
HOMO-LUMO gap: 8.8 eV
Energy relative to the best compared isomer or geometry (same formula, charge and spin): 0.00 kJ/mol
Largest force on an atom: 0.99 eV/A

```
! RIJCOSX wB97M-V def2-TZVPD def2/J DEFGRID3
* xyz 1 1
H -2.84690 2.51858 -0.23996
H -4.42273 -0.09449 2.66189
C 2.88610 -2.19093 3.68903
H 2.99763 0.85055 0.50658
C -2.34330 1.71936 -2.93554
H -1.58448 -0.15812 -4.25508
H -0.08246 -2.58305 1.56313
C 0.13760 1.80711 -3.27327
H -4.31892 -1.84036 2.89991
H -0.21236 2.13151 -4.25372
C -2.59650 3.10358 -2.34313
H 4.93948 -1.83053 3.35174
C 1.23513 0.76446 -3.39246
C 0.54992 -2.23576 3.40329
H -3.20446 3.64291 -3.07094
H -4.34840 2.67592 -1.14630
H -1.44610 -1.00842 -2.71181
H 1.78744 0.67675 -2.45868
N -0.32192 -1.97461 2.33930
C -0.98127 -0.26712 -3.35707
N -1.70207 -2.11969 2.69465
H -3.97696 -1.12868 1.30172
H -3.46948 4.11229 -0.63779
H 1.52929 0.49293 1.41509
H -0.17043 -0.08272 -1.08813
H 3.16868 -2.58825 1.02733
O 4.63146 -3.83188 3.41617
O 0.28913 -2.10072 4.55053
C -0.23978 1.92186 -0.28806
N -1.00840 1.07173 -2.64015
H 4.44229 -4.49178 2.73886
H 0.88673 -1.37510 -3.11157
H 4.83267 -3.18078 1.02788
C -3.35112 3.09723 -1.01374
H 2.86791 -2.73212 4.64021
C 4.16218 -2.42204 1.44993
C 4.19309 -2.54605 2.98023
H 1.95334 1.03341 -4.16335
C 0.48754 -0.54885 -3.69637
H 1.48386 2.81648 0.56689
H 1.77207 2.28809 -1.06039
H -1.66801 3.67083 -2.26782
H 0.39750 2.68199 -2.68632
H 0.57401 -0.82955 -4.74356
H -3.10137 1.00925 -2.60151
H -0.62230 2.89071 -0.60667
H -2.14025 -2.68029 1.97142
H 1.74966 -0.14735 -0.21314
H -1.89835 -0.10038 2.12197
H 2.81138 -1.11839 3.90426
C 1.91817 0.72536 0.42330
O 1.74855 -2.60816 2.90474
H 4.55731 -1.44903 1.14130
C -3.85734 -0.99110 2.38484
H -1.79283 0.50978 -0.80107
C 1.28332 1.99899 -0.12786
C -0.80414 0.80026 -1.15629
C -2.39527 -0.83085 2.77814
H -2.38809 1.76922 -4.02253
H -2.31857 -0.45252 3.80311
H -0.65888 1.75852 0.70683
*
```

# 2
A structure of composition C17H38N5O7Tl in a non-equilibrium geometry, computed with ωB97M-V with the def2-TZVPD basis set.

Results
LUMO energy: -11.376 eV
HOMO-LUMO gap: 2.9 eV
Largest force on an atom: 3.09 eV/A

```
! RIJCOSX wB97M-V def2-TZVPD def2/J DEFGRID3
* xyz 2 1
H 0.10760 -0.80216 5.54962
N 1.23952 -1.91674 -3.03621
H -1.54573 -3.11737 -2.74705
H 1.30761 -2.19440 -5.13961
H 2.76810 -2.42879 -4.33386
H -2.03391 -2.15429 4.61520
H 3.39760 2.93830 4.44761
H -3.20250 0.08901 1.86010
H 1.49239 -3.65485 -4.06451
H -3.20558 -3.51816 -0.23693
C 0.30138 1.95671 -4.18550
H -0.87578 -2.70369 -4.25125
H 1.95812 -1.59005 -2.40613
C 1.16414 -0.62181 5.74785
C 1.96803 0.10646 4.64335
H -3.54874 -1.82248 0.20772
H -1.96926 -1.49358 -3.41472
O 3.74209 -0.04203 0.70417
H 1.46828 -1.66719 5.80063
H 3.06946 1.04933 6.10274
C -3.37637 1.25254 -2.16588
C 5.42057 -0.45067 -0.90581
O 0.32880 2.18786 -1.75831
N 2.89940 0.95609 5.11153
H -0.26055 5.94071 -2.32198
C -0.01597 -1.72237 -2.59608
H -2.44048 1.30447 -2.72223
H -3.98508 0.41362 -2.50320
C 0.30126 2.73556 -2.85324
C 1.69852 -2.59361 -4.20370
H 5.44953 -1.16362 -1.72981
H -1.82180 -3.74321 3.82500
H -0.86559 4.70247 -1.18033
N -2.57395 -2.88479 1.72336
N 0.08492 4.05082 -2.96152
H 6.14292 -0.83469 -0.18551
H -0.15599 4.35518 -3.89395
N -4.15198 0.99897 0.21040
O -1.96992 0.78357 -0.26496
O 1.77430 -0.08183 3.42120
C -2.82444 -2.63429 0.27454
C -1.19459 -2.25336 -3.31122
H 0.92963 4.96307 -1.36528
H 3.34300 1.78068 3.29521
C -0.04885 4.98368 -1.84513
H -0.71277 1.64195 -4.43154
H -1.95570 -2.29079 -0.28706
H -0.40269 -2.75878 4.22569
H 5.87904 0.46936 -1.26836
H 0.74445 2.53011 -4.99975
C -3.07378 0.98296 -0.66616
H 0.97763 1.11386 -4.04274
C -4.08995 0.67294 1.61604
H 4.78716 1.82144 4.35209
H -4.93112 0.03051 1.87641
C 3.70047 1.89927 4.31807
Tl 0.84421 0.58835 0.65540
C -1.64950 -2.23144 2.41507
O -0.17742 -1.14575 -1.54161
H -4.05015 1.63637 2.12430
O 3.06675 -0.08856 -1.32873
C 3.97407 -0.22681 -0.50238
H -5.02930 1.42685 -0.04909
C -1.44201 -2.72420 3.89900
H -3.85673 2.22846 -2.23610
O -0.92620 -1.34510 1.96420
H -3.20809 -3.50443 2.20711
H 1.24133 -0.18534 6.74366
*
```

# 3
A structure of composition C17H39BClN3NbO8 in a non-equilibrium geometry, computed with ωB97M-V with the def2-TZVPD basis set.

Results
LUMO energy: 2.197 eV
HOMO-LUMO gap: 6.2 eV
Energy relative to the best compared isomer or geometry (same formula, charge and spin): 181.87 kJ/mol
Largest force on an atom: 3.21 eV/A

```
! RIJCOSX wB97M-V def2-TZVPD def2/J DEFGRID3
* xyz -1 1
O -4.09439 4.27979 1.30182
O 0.35048 -4.33557 0.80446
H -0.90907 -0.10805 -2.13820
H 0.49591 3.74796 3.56123
N 2.71344 -0.24570 -5.14527
H 0.02477 -1.73867 2.80760
H -5.28035 -1.11173 1.61247
C 1.58192 -2.91706 5.36653
H 0.77078 2.00742 1.94061
O -3.46894 -0.09579 -1.02095
C 0.24401 2.87969 1.58086
H -4.10161 -1.81331 -0.20207
C -0.32363 2.26713 -1.67342
H -5.42953 0.53627 1.14131
H 1.58870 0.92371 -6.46584
H -0.10599 3.29444 -1.93089
C -4.75498 -0.30593 1.10417
H -1.31872 4.95904 -0.09645
O -1.63643 2.25945 -3.59652
H 4.47136 -0.60317 -6.21983
H -5.39824 -0.87833 -0.85843
C -0.98481 1.66069 -2.82194
C 2.22353 -2.29816 0.60277
H 1.90695 -2.21010 1.64231
O -4.39920 2.13271 -1.28909
H 1.78043 -5.62018 0.14946
H 2.48745 -2.63199 5.89985
C -4.46805 -0.79910 -0.30054
H 2.56570 -0.57036 5.29265
O -0.80119 0.32207 -3.00534
O 1.26412 0.41265 4.08603
H 0.84405 -3.27483 6.08927
H 4.04421 -3.55323 -1.08395
H 0.93895 3.48675 0.99724
H 3.65479 -2.05135 -5.61964
H -0.51176 -2.99233 3.94627
H -1.12732 3.24637 3.24641
H 2.53270 0.61592 -3.29718
N 2.47259 -3.69964 0.28524
Cl -0.75732 -0.13195 0.67822
C -3.26104 4.89255 0.73663
H -4.97217 2.35408 -0.54167
H 3.13140 -1.72071 0.44825
H 0.77147 -0.53560 -5.85571
C 1.65250 -0.57824 4.66588
H 0.97232 0.87132 -4.80210
Nb -1.50848 2.22349 0.27337
H -0.93796 -1.28311 4.21514
C -2.20275 4.32417 -0.15792
H 1.42906 -1.90352 -0.02905
C 3.49563 -1.06267 -6.05304
H -3.86401 -0.12585 1.67816
H 3.82327 -5.15943 -0.36254
C 3.19882 -0.01050 -3.91337
H -3.27383 6.00038 0.83464
H 2.97250 -1.16103 -7.00099
C 3.79201 -4.08898 -0.16628
H 0.61796 1.76680 -1.45925
B -3.38423 1.28713 -0.83480
H -2.57556 4.40108 -1.17637
O 4.26215 -0.43858 -3.49605
C -0.26784 3.70737 2.78813
C 1.43742 0.28693 -5.59084
H 1.81980 -3.72810 4.67349
C -0.16723 -1.96524 3.85447
H -0.56362 4.70097 2.46672
H 4.53336 -3.84789 0.59949
C 1.47459 -4.59167 0.42001
H -2.54230 2.12534 1.77628
N 1.05144 -1.78596 4.63807
*
```

Which value of HOMO-LUMO gap does entry 2 give?
2.9 eV